1.
Formula: C19H18Cl4N6O5PSSn
Source: the Open Molecules 2025 dataset
Level of theory: ωB97M-V/def2-TZVPD

Atoms and positions in Å:
Sn1 1.44 -0.12 -0.27
C1 -3.92 0.09 -1.97
N1 -2.78 0.97 -2.02
C2 -2.24 1.46 -3.17
C3 -1.07 2.08 -2.81
N2 -0.87 1.95 -1.47
C4 -1.89 1.26 -1.01
P1 -2.28 0.83 0.72
C5 -1.05 1.87 1.55
N3 0.25 1.89 1.34
C6 0.77 2.79 2.22
C7 -0.23 3.33 2.98
N4 -1.39 2.74 2.55
C8 -2.71 3.00 3.09
C9 -1.55 -0.80 1.12
N5 -0.36 -1.00 1.65
C10 -0.29 -2.34 1.92
C11 -1.45 -2.95 1.56
N6 -2.27 -1.96 1.09
C12 -3.55 -2.20 0.45
H1 -4.52 0.23 -2.87
H2 -3.58 -0.94 -1.92
H3 -4.54 0.32 -1.10
H4 -2.73 1.34 -4.12
H5 -0.36 2.59 -3.44
H6 1.83 2.98 2.26
H7 -0.22 4.05 3.78
H8 -2.63 3.77 3.85
H9 -3.39 3.35 2.30
H10 -3.14 2.10 3.54
H11 0.61 -2.78 2.33
H12 -1.77 -3.98 1.57
H13 -4.12 -2.91 1.04
H14 -4.10 -1.27 0.39
H15 -3.39 -2.60 -0.55
Cl1 8.30 0.97 -0.47
C13 6.70 0.53 0.05
C14 6.47 0.11 1.35
Cl2 7.78 0.03 2.49
C15 5.17 -0.24 1.75
Cl3 4.85 -0.76 3.37
C16 4.10 -0.17 0.86
O1 2.86 -0.47 1.20
C17 4.34 0.26 -0.48
O2 3.30 0.31 -1.28
C18 5.63 0.59 -0.86
Cl4 5.88 1.11 -2.50
C19 0.07 -2.74 -3.61
S1 -0.54 -2.63 -1.95
O3 -1.33 -3.83 -1.71
O4 0.68 -2.57 -1.12
O5 -1.32 -1.39 -1.89
H16 0.93 -3.39 -3.63
H17 0.35 -1.73 -3.94
H18 -0.73 -3.13 -4.24

LUMO level = 2.33 eV
Energy = -115222.65535 eV
Relative energy (zero: lowest compared OMol25 entry of this formula, charge and spin) = 20.9 kJ/mol
Net charge = -1
Maximum force = 0.013 hartree/bohr
Kohn-Sham gap = 6.939 eV
HOMO = -4.61 eV



2.
Formula: C19H18ClCoN2O8
Source: the Open Molecules 2025 dataset
Level of theory: ωB97M-V/def2-TZVPD

Atoms and positions in Å:
Co1 1.53 -0.35 -1.27
C1 -0.02 -0.55 2.59
C2 0.80 -1.20 1.52
O1 1.57 -0.55 0.82
N1 0.64 -2.53 1.35
C3 1.31 -3.26 0.28
C4 0.47 -3.30 -0.97
C5 -0.23 -4.44 -1.33
C6 -1.06 -4.39 -2.44
C7 -1.18 -3.21 -3.14
C8 -0.43 -2.12 -2.72
N2 0.39 -2.16 -1.67
H1 0.57 0.24 3.05
H2 -0.36 -1.25 3.35
H3 -0.88 -0.07 2.12
H4 -0.05 -3.00 1.90
H5 1.52 -4.27 0.63
H6 2.27 -2.77 0.09
H7 -0.12 -5.34 -0.75
H8 -1.62 -5.27 -2.74
H9 -1.82 -3.12 -4.00
H10 -0.47 -1.17 -3.25
O2 3.36 -0.49 -4.98
C9 2.79 -0.43 -3.95
O3 1.72 -0.21 -3.39
C10 4.10 -0.89 -2.50
O4 5.18 -0.90 -2.97
O5 3.45 -1.07 -1.47
C11 -3.64 2.84 1.17
C12 -2.31 2.87 1.87
C13 -2.21 2.71 3.24
C14 -0.97 2.74 3.86
Cl1 -0.87 2.51 5.59
C15 0.19 2.92 3.13
C16 0.10 3.06 1.75
C17 -1.14 3.06 1.12
O6 -1.34 3.24 -0.22
C18 -0.20 3.20 -1.06
C19 0.45 1.82 -1.09
O7 1.69 1.75 -1.26
O8 -0.27 0.79 -0.99
H11 -4.45 2.66 1.88
H12 -3.66 2.07 0.40
H13 -3.83 3.79 0.66
H14 -3.10 2.56 3.84
H15 1.15 2.93 3.62
H16 1.01 3.18 1.18
H17 0.54 3.95 -0.80
H18 -0.57 3.41 -2.06

LUMO level (alpha / beta) = -0.14 / -0.86 eV
Energy = -89507.29926 eV
Relative energy (zero: lowest compared OMol25 entry of this formula, charge and spin) = 0.0 kJ/mol
Multiplicity = 5
Maximum force = 0.007 hartree/bohr
Kohn-Sham gap (alpha / beta) = 7.742 / 7.594 eV
Expectation value of S² = 6.008
HOMO (alpha / beta) = -7.88 / -8.46 eV



3.
Formula: C19H18ClN5OS
Source: the Open Molecules 2025 dataset
Level of theory: ωB97M-V/def2-TZVPD

Atoms and positions in Å:
C1 -2.82 -3.98 0.18
C2 -2.11 -2.67 0.01
N1 -2.65 -1.52 -0.03
N2 -3.96 -1.26 0.05
C3 -4.40 0.04 -0.01
O1 -5.58 0.29 -0.09
C4 -3.30 1.04 0.05
C5 -2.35 0.98 1.06
C6 -1.29 1.87 1.08
C7 -1.17 2.84 0.08
C8 0.01 3.75 0.08
S1 1.39 3.05 -0.91
C9 2.14 2.06 0.30
N3 1.76 1.89 1.54
N4 2.62 1.04 2.12
C10 3.51 0.70 1.23
N5 3.26 1.32 0.04
C11 4.02 1.25 -1.17
C12 -2.14 2.91 -0.91
C13 -3.20 2.03 -0.92
C14 -0.65 -2.64 -0.10
C15 0.15 -3.69 0.35
C16 1.53 -3.63 0.25
C17 2.12 -2.51 -0.33
Cl1 3.84 -2.44 -0.48
C18 1.34 -1.46 -0.79
C19 -0.03 -1.53 -0.66
H1 -2.31 -4.76 -0.38
H2 -3.85 -3.92 -0.19
H3 -2.85 -4.26 1.23
H4 -4.67 -1.99 0.07
H5 -2.43 0.24 1.84
H6 -0.54 1.81 1.85
H7 -0.22 4.70 -0.41
H8 0.41 3.91 1.08
H9 4.33 0.03 1.40
H10 3.37 1.44 -2.02
H11 4.46 0.26 -1.27
H12 4.82 2.00 -1.17
H13 -2.06 3.66 -1.68
H14 -3.96 2.09 -1.69
H15 -0.29 -4.56 0.81
H16 2.15 -4.44 0.61
H17 1.81 -0.60 -1.25
H18 -0.64 -0.71 -1.00

LUMO level = 0.38 eV
Energy = -52850.38543 eV
SMILES = C/C(=N\NC(=O)c1ccc(CSc2nncn2C)cc1)c1ccc(Cl)cc1
Relative energy (zero: lowest compared OMol25 entry of this formula, charge and spin) = 109.8 kJ/mol
Maximum force = 0.024 hartree/bohr
Kohn-Sham gap = 8.862 eV
HOMO = -8.48 eV



4.
Formula: C19H18F2N
Source: the Open Molecules 2025 dataset
Level of theory: ωB97M-V/def2-TZVPD

Atoms and positions in Å:
C1 -2.62 -0.57 2.13
C2 -1.34 0.09 2.47
C3 -1.02 1.28 3.03
C4 0.48 1.46 2.99
C5 1.13 1.95 4.26
C6 0.80 1.06 5.48
C7 1.58 -0.08 5.69
C8 1.31 -0.98 6.73
C9 0.34 -0.61 7.66
F1 0.14 -1.42 8.75
C10 -0.45 0.53 7.50
C11 -0.28 1.28 6.33
C12 0.91 3.48 4.33
C13 1.52 4.22 3.29
C14 1.33 5.59 3.14
C15 0.47 6.23 4.03
F2 0.28 7.59 3.91
C16 -0.18 5.54 5.05
C17 0.11 4.18 5.23
C18 0.93 0.11 2.49
C19 2.30 -0.38 2.33
N1 -0.16 -0.58 2.18
H1 -3.43 0.17 2.05
H2 -2.52 -1.11 1.18
H3 -2.90 -1.29 2.91
H4 -1.72 2.05 3.37
H5 0.74 2.16 2.16
H6 2.21 1.83 4.13
H7 2.41 -0.30 5.02
H8 1.84 -1.92 6.80
H9 -1.19 0.81 8.24
H10 -1.02 2.03 6.07
H11 2.15 3.68 2.57
H12 1.80 6.13 2.33
H13 -0.90 6.04 5.69
H14 -0.32 3.69 6.10
H15 2.97 0.49 2.39
H16 2.56 -1.09 3.13
H17 2.43 -0.88 1.36
H18 -0.14 -1.52 1.81

LUMO level = -4.31 eV
Energy = -26913.33274 eV
SMILES = CC1=C[C@@H](C(c2ccc(F)cc2)c2ccc(F)cc2)C(C)=[NH+]1
Relative energy (zero: lowest compared OMol25 entry of this formula, charge and spin) = 0.0 kJ/mol
Net charge = +1
Maximum force = 0.043 hartree/bohr
Kohn-Sham gap = 7.715 eV
HOMO = -12.02 eV



5.
Formula: C19H18F3N3O2
Source: the Open Molecules 2025 dataset
Level of theory: ωB97M-V/def2-TZVPD

Atoms and positions in Å:
C1 4.54 1.58 2.02
C2 3.86 1.10 0.78
C3 4.53 -0.01 0.01
C4 3.69 -1.30 0.06
O1 4.15 -2.34 0.48
N1 2.43 -1.12 -0.41
C5 1.37 -2.02 -0.41
C6 1.54 -3.39 -0.21
C7 0.45 -4.23 -0.22
C8 -0.83 -3.74 -0.43
C9 -0.99 -2.37 -0.64
C10 -2.38 -1.82 -0.81
F1 -3.21 -2.68 -1.42
F2 -2.42 -0.69 -1.53
F3 -2.95 -1.53 0.38
C11 0.09 -1.51 -0.64
N2 2.75 1.47 0.29
N3 1.90 2.38 0.81
C12 0.66 2.44 0.24
O2 0.36 1.73 -0.69
C13 -0.27 3.46 0.88
C14 -1.70 3.07 0.62
C15 -2.25 1.98 1.29
C16 -3.55 1.58 1.02
C17 -4.30 2.26 0.08
C18 -3.76 3.34 -0.59
C19 -2.46 3.74 -0.32
H1 5.50 2.04 1.76
H2 3.94 2.31 2.57
H3 4.75 0.74 2.67
H4 5.51 -0.23 0.42
H5 4.63 0.26 -1.04
H6 2.18 -0.15 -0.61
H7 2.53 -3.78 -0.03
H8 0.59 -5.29 -0.06
H9 -1.68 -4.39 -0.44
H10 -0.05 -0.45 -0.80
H11 2.14 2.93 1.63
H12 -0.07 3.51 1.95
H13 -0.05 4.44 0.44
H14 -1.66 1.45 2.01
H15 -3.96 0.73 1.55
H16 -5.31 1.94 -0.13
H17 -4.35 3.87 -1.33
H18 -2.04 4.58 -0.86

LUMO level = 0.31 eV
Energy = -36713.90201 eV
SMILES = C/C(CC(=O)Nc1cccc(C(F)(F)F)c1)=N\NC(=O)Cc1ccccc1
Relative energy (zero: lowest compared OMol25 entry of this formula, charge and spin) = 10.1 kJ/mol
Maximum force = 0.017 hartree/bohr
Kohn-Sham gap = 8.811 eV
HOMO = -8.50 eV



6.
Formula: C19H18F3O4STc
Source: the Open Molecules 2025 dataset
Level of theory: ωB97M-V/def2-TZVPD

Atoms and positions in Å:
C1 0.58 -1.52 2.98
C2 -0.74 -1.79 2.50
C3 -0.65 -2.23 1.13
H1 -1.66 -1.80 3.06
C4 0.74 -2.18 0.77
C5 1.51 -1.79 1.92
H2 2.59 -1.77 2.01
H3 0.89 -1.41 4.01
H4 -1.50 -2.46 0.48
H5 1.14 -2.44 -0.21
C6 -0.83 2.11 1.65
C7 -0.47 1.56 2.94
C8 0.94 1.35 2.98
H6 -1.18 1.50 3.75
C9 1.48 1.80 1.74
C10 0.38 2.24 0.91
H7 0.46 2.59 -0.11
H8 -1.84 2.34 1.33
H9 1.51 1.11 3.87
H10 2.54 1.86 1.49
Tc1 0.23 -0.01 1.64
O1 -0.14 -0.15 -2.54
C11 -1.29 -0.92 -3.02
C12 0.07 -0.93 -3.79
H11 -1.52 -1.82 -2.44
H12 -2.11 -0.34 -3.50
H13 0.67 -1.85 -3.65
H14 0.97 -1.95 -6.08
C13 0.71 -0.89 -6.19
C14 0.22 -0.21 -5.05
C15 -0.12 1.16 -5.15
H15 -0.47 1.70 -4.26
C16 0.04 1.82 -6.37
H16 -0.21 2.88 -6.44
C17 0.52 1.14 -7.50
H17 0.64 1.66 -8.45
C18 0.85 -0.22 -7.40
H18 1.23 -0.77 -8.26
F1 -0.51 0.34 8.00
C19 -0.55 0.84 6.78
F2 -1.35 1.90 6.75
F3 0.66 1.18 6.38
S1 -1.12 -0.76 5.45
O2 0.02 -1.46 6.02
O3 -2.49 -1.20 5.69
O4 -0.87 -0.21 4.21

LUMO level (alpha / beta) = -2.78 / -8.03 eV
Energy = -49357.00146 eV
Relative energy (zero: lowest compared OMol25 entry of this formula, charge and spin) = 200.6 kJ/mol
Multiplicity = 4
Net charge = +1
Maximum force = 0.103 hartree/bohr
Kohn-Sham gap (alpha / beta) = 8.055 / 2.802 eV
Expectation value of S² = 3.770
HOMO (alpha / beta) = -10.83 / -10.83 eV



7.
Formula: C19H18F5N5O4SrTe
Source: the Open Molecules 2025 dataset
Level of theory: ωB97M-V/def2-TZVPD

Atoms and positions in Å:
Sr1 2.33 -0.56 -0.29
O1 4.70 -3.28 -0.25
N1 3.62 -2.81 0.10
N2 3.49 -2.39 1.35
O2 2.27 -1.90 1.65
C1 4.50 -2.35 2.37
C2 5.75 -2.96 2.29
C3 6.64 -2.82 3.35
C4 6.30 -2.09 4.48
C5 5.05 -1.49 4.55
C6 4.15 -1.62 3.51
H1 6.03 -3.54 1.43
H2 7.61 -3.30 3.28
H3 7.01 -1.98 5.29
H4 4.77 -0.92 5.43
H5 3.17 -1.18 3.56
F1 2.49 3.93 -0.21
Te1 3.24 2.39 -0.93
F2 4.88 3.08 -0.47
F3 3.48 3.19 -2.58
F4 4.22 0.84 -1.47
F5 3.31 1.54 0.78
O3 1.67 1.58 -1.33
C7 -3.63 4.42 0.12
C8 -4.01 3.18 -0.64
C9 -5.18 2.49 -0.36
C10 -5.51 1.32 -1.03
C11 -4.68 0.84 -2.04
N3 -5.07 -0.36 -2.71
C12 -4.29 -1.27 -3.39
O4 -4.72 -1.88 -4.34
N4 -2.96 -1.43 -3.01
C13 -2.34 -1.35 -1.74
C14 -3.02 -1.34 -0.53
C15 -2.30 -1.25 0.64
C16 -0.92 -1.21 0.59
N5 -0.25 -1.26 -0.57
C17 -0.96 -1.30 -1.70
C18 -3.53 1.54 -2.36
C19 -3.19 2.69 -1.66
H6 -4.46 4.78 0.74
H7 -3.35 5.23 -0.55
H8 -2.78 4.24 0.78
H9 -5.84 2.85 0.42
H10 -6.42 0.78 -0.78
H11 -6.04 -0.42 -3.00
H12 -2.45 -1.95 -3.71
H13 -4.10 -1.42 -0.50
H14 -2.80 -1.23 1.60
H15 -0.32 -1.17 1.49
H16 -0.39 -1.31 -2.63
H17 -2.89 1.19 -3.17
H18 -2.28 3.22 -1.92

LUMO level = -0.94 eV
Energy = -57352.85756 eV
Relative energy (zero: lowest compared OMol25 entry of this formula, charge and spin) = 108.9 kJ/mol
Maximum force = 0.033 hartree/bohr
Kohn-Sham gap = 7.281 eV
HOMO = -8.22 eV



8.
Formula: C19H18F6O3
Source: the Open Molecules 2025 dataset
Level of theory: ωB97M-V/def2-TZVPD

Atoms and positions in Å:
C1 -3.54 -0.32 4.08
C2 -3.01 -0.96 2.85
C3 -1.51 -1.24 3.12
O1 -1.18 -1.72 4.18
C4 -0.57 -1.46 2.00
C5 -0.82 -0.73 0.73
C6 -2.26 -0.84 0.35
C7 -3.16 -0.19 1.51
O2 -2.82 1.18 1.51
O3 -1.38 1.41 1.78
C8 -0.45 0.78 0.75
C9 -0.43 1.53 -0.64
C10 0.93 1.06 1.33
C11 2.14 0.81 0.78
C12 2.40 0.42 -0.67
C13 2.14 -0.98 -0.87
C14 2.00 -1.55 -2.13
C15 2.27 -0.75 -3.26
C16 2.07 -1.30 -4.66
F1 1.89 -2.60 -4.73
F2 3.28 -0.89 -5.35
F3 0.90 -0.82 -5.26
C17 2.48 0.64 -3.16
C18 2.68 1.23 -1.87
C19 2.89 2.79 -1.97
F4 3.68 3.12 -0.87
F5 1.68 3.43 -1.76
F6 3.44 3.18 -3.15
H1 -3.69 -1.03 4.77
H2 -3.04 0.48 4.57
H3 -4.59 -0.01 3.83
H4 -3.54 -1.90 2.68
H5 0.48 -1.28 2.40
H6 -0.54 -2.53 1.69
H7 -0.30 -1.31 -0.07
H8 -2.44 -0.27 -0.69
H9 -2.60 -1.93 0.28
H10 -4.24 -0.13 1.16
H11 0.08 0.96 -1.30
H12 0.08 2.49 -0.43
H13 -1.42 1.82 -1.06
H14 0.91 1.41 2.34
H15 3.00 0.96 1.47
H16 1.97 -1.68 -0.07
H17 1.64 -2.57 -2.22
H18 2.49 1.29 -3.95

LUMO level = -0.22 eV
Energy = -42437.60535 eV
SMILES = C[C@@H]1C(=O)C[C@H]2C[C@@H]1OO[C@@]2(C)/C=C\c1ccc(C(F)(F)F)cc1C(F)(F)F
Relative energy (zero: lowest compared OMol25 entry of this formula, charge and spin) = 244.1 kJ/mol
Maximum force = 0.098 hartree/bohr
Kohn-Sham gap = 9.363 eV
HOMO = -9.59 eV



9.
Formula: C19H18FN3O3S
Source: the Open Molecules 2025 dataset
Level of theory: ωB97M-V/def2-TZVPD

Atoms and positions in Å:
C1 5.73 -5.24 0.68
O1 4.40 -4.96 0.32
C2 3.87 -3.75 0.68
C3 4.55 -2.75 1.36
C4 3.90 -1.57 1.68
C5 2.59 -1.36 1.31
C6 1.90 -2.35 0.61
N1 0.57 -2.23 0.29
C7 0.04 -1.29 -0.37
S1 1.03 -0.02 -1.16
C8 -0.29 1.04 -1.81
C9 -0.94 1.83 -0.66
O2 -0.80 1.53 0.50
N2 -1.70 2.86 -1.12
C10 -2.52 3.72 -0.39
C11 -2.68 3.67 0.99
C12 -3.52 4.57 1.62
C13 -4.23 5.52 0.90
C14 -4.09 5.58 -0.48
C15 -3.24 4.68 -1.10
F1 -3.09 4.73 -2.45
C16 -1.32 0.15 -2.48
C17 -2.09 -0.61 -1.42
O3 -3.30 -0.65 -1.41
N3 -1.34 -1.25 -0.47
C18 -2.04 -2.04 0.54
C19 2.54 -3.55 0.31
H1 5.87 -5.22 1.76
H2 6.43 -4.53 0.21
H3 5.93 -6.24 0.30
H4 5.58 -2.88 1.66
H5 4.43 -0.80 2.22
H6 2.08 -0.44 1.56
H7 0.20 1.72 -2.52
H8 -1.73 3.01 -2.12
H9 -2.13 2.94 1.56
H10 -3.63 4.52 2.69
H11 -4.88 6.21 1.40
H12 -4.62 6.30 -1.08
H13 -2.05 0.72 -3.06
H14 -0.82 -0.55 -3.16
H15 -1.75 -1.69 1.53
H16 -3.11 -1.89 0.38
H17 -1.78 -3.09 0.43
H18 2.02 -4.33 -0.22

LUMO level = 0.34 eV
Energy = -44161.21747 eV
SMILES = COc1cccc(/N=C2\S[C@H](C(=O)Nc3ccccc3F)CC(=O)N2C)c1
Relative energy (zero: lowest compared OMol25 entry of this formula, charge and spin) = 43.2 kJ/mol
Maximum force = 0.021 hartree/bohr
Kohn-Sham gap = 8.480 eV
HOMO = -8.14 eV



10.
Formula: C19H18FNO4
Source: the Open Molecules 2025 dataset
Level of theory: ωB97M-V/def2-TZVPD

Atoms and positions in Å:
C1 1.84 3.86 -5.21
O1 2.82 2.88 -4.94
C2 2.88 2.31 -3.71
C3 3.87 1.33 -3.56
C4 4.05 0.66 -2.37
C5 3.25 0.95 -1.27
C6 3.43 0.22 0.04
O2 2.19 -0.04 0.68
C7 1.42 -0.97 0.09
O3 1.75 -1.58 -0.90
C8 0.13 -1.17 0.80
C9 -0.76 -2.11 0.29
C10 -1.98 -2.32 0.91
C11 -2.33 -1.59 2.05
N1 -3.56 -1.80 2.66
C12 -4.64 -2.50 1.98
C13 -5.88 -2.16 2.79
C14 -5.32 -1.96 4.20
C15 -3.89 -1.48 3.95
O4 -3.19 -0.95 4.77
C16 -1.42 -0.65 2.56
C17 -0.21 -0.44 1.94
C18 2.27 1.91 -1.40
C19 2.09 2.58 -2.59
F1 1.10 3.51 -2.63
H1 0.83 3.48 -5.09
H2 1.97 4.75 -4.58
H3 2.00 4.14 -6.25
H4 4.48 1.11 -4.42
H5 4.81 -0.10 -2.30
H6 3.99 0.84 0.76
H7 3.97 -0.72 -0.12
H8 -0.49 -2.67 -0.59
H9 -2.64 -3.06 0.51
H10 -4.71 -2.16 0.94
H11 -4.45 -3.58 1.98
H12 -6.63 -2.94 2.74
H13 -6.32 -1.23 2.43
H14 -5.87 -1.24 4.80
H15 -5.27 -2.90 4.75
H16 -1.68 -0.09 3.44
H17 0.48 0.29 2.33
H18 1.63 2.16 -0.57

LUMO level = 0.52 eV
Energy = -32393.26235 eV
SMILES = COc1ccc(COC(=O)c2ccc(N3CCCC3=O)cc2)cc1F
Relative energy (zero: lowest compared OMol25 entry of this formula, charge and spin) = 0.0 kJ/mol
Maximum force = 0.010 hartree/bohr
Kohn-Sham gap = 8.952 eV
HOMO = -8.43 eV